(1)
This record from the Open Molecules 2025 dataset describes a structure of composition C30H48BN6ReS3SbTe. The level of theory is ωB97M-V with the def2-TZVPD basis set.

CARTESIAN COORDINATES (ANGSTROEM)
1 Re 0.046 -0.033 0.703
2 C 5.154 -1.345 -1.785
3 C 4.993 0.171 -1.798
4 C 5.122 0.788 -0.408
5 C 6.062 0.780 -2.701
6 N 3.630 0.507 -2.372
7 C 3.437 1.116 -3.601
8 C 2.108 1.202 -3.813
9 N 1.475 0.627 -2.731
10 B -0.009 0.604 -2.385
11 N -0.684 1.971 -2.425
12 C -1.428 2.579 -3.412
13 C -1.921 3.726 -2.898
14 N -1.493 3.818 -1.585
15 C -0.744 2.733 -1.318
16 S 0.124 2.406 0.174
17 C -1.884 4.934 -0.636
18 C -0.626 5.681 -0.204
19 C -2.803 5.898 -1.378
20 C -2.642 4.335 0.545
21 N -0.832 -0.516 -3.000
22 C -1.013 -0.890 -4.313
23 C -1.884 -1.919 -4.324
24 N -2.230 -2.195 -3.012
25 C -1.572 -1.324 -2.220
26 S -1.722 -1.226 -0.472
27 C -3.264 -3.232 -2.613
28 C -4.483 -2.500 -2.063
29 C -2.666 -4.197 -1.595
30 C -3.662 -4.024 -3.855
31 C 2.418 0.214 -1.865
32 S 2.135 -0.665 -0.369
33 H 6.135 -1.588 -1.378
34 H 5.095 -1.749 -2.796
35 H 4.404 -1.834 -1.168
36 H 6.146 0.642 -0.065
37 H 4.456 0.332 0.319
38 H 4.927 1.860 -0.443
39 H 7.029 0.585 -2.240
40 H 5.955 1.861 -2.794
41 H 6.078 0.327 -3.692
42 H 4.252 1.453 -4.209
43 H 1.568 1.636 -4.635
44 H -0.038 0.320 -1.247
45 H -1.553 2.152 -4.390
46 H -2.536 4.476 -3.356
47 H -0.106 6.093 -1.070
48 H 0.061 5.050 0.353
49 H -0.918 6.509 0.441
50 H -2.308 6.372 -2.225
51 H -3.081 6.687 -0.681
52 H -3.723 5.419 -1.713
53 H -2.004 3.716 1.171
54 H -3.488 3.740 0.199
55 H -3.028 5.150 1.156
56 H -0.502 -0.409 -5.128
57 H -2.277 -2.475 -5.151
58 H -4.243 -1.916 -1.176
59 H -5.242 -3.232 -1.789
60 H -4.908 -1.836 -2.817
61 H -2.477 -3.722 -0.637
62 H -1.739 -4.634 -1.970
63 H -3.378 -5.006 -1.435
64 H -4.185 -3.410 -4.588
65 H -4.350 -4.806 -3.540
66 H -2.809 -4.509 -4.328
67 Te -0.548 1.082 2.942
68 C -0.262 -0.236 4.557
69 C 0.973 -0.247 5.201
70 C 1.125 -0.974 6.375
71 C 0.047 -1.663 6.913
72 C -1.186 -1.636 6.276
73 C -1.344 -0.921 5.096
74 H 1.816 0.301 4.798
75 H 2.083 -0.986 6.878
76 H 0.164 -2.208 7.840
77 H -2.028 -2.165 6.702
78 H -2.315 -0.890 4.616
79 C 0.637 -3.954 0.301
80 Sb 0.575 -2.477 1.803
81 C 2.492 -2.606 2.672
82 C -0.632 -3.442 3.230
83 H 1.290 -4.762 0.625
84 H 1.012 -3.515 -0.621
85 H -0.370 -4.335 0.148
86 H 2.523 -3.485 3.314
87 H 2.688 -1.715 3.264
88 H 3.238 -2.700 1.886
89 H -0.421 -4.508 3.143
90 H -1.687 -3.261 3.035
91 H -0.370 -3.092 4.223

Cartesian forces (eV/Å) of the 6 atoms listed first:
-0.29 0.16 -0.52
-0.01 -0.04 0.03
-0.11 0.11 -0.03
0.02 0.02 0.01
0.01 -0.01 0.01
0.10 -0.12 -0.14

Values from the calculation:
DFT total energy ... -3306.0945 hartree
⟨S²⟩ ... 3.82
2S+1 ... 4
Total charge ... +2
Maximum force ... 0.61 eV/A
HOMO (alpha / beta) ... -12.42 / -13.29 eV
Kohn-Sham gap (alpha / beta) ... 0.2199 / 0.2476 hartree

=====

(2)
This record from the Open Molecules 2025 dataset describes a structure of composition C30H48BrHgN3P2 at a distorted geometry. The level of theory is ωB97M-V with the def2-TZVPD basis set.

CARTESIAN COORDINATES (ANGSTROEM)
1 N 2.485 -2.843 5.444
2 C 1.158 -3.005 5.466
3 C 0.459 -3.652 4.446
4 C 1.192 -4.225 3.371
5 C 2.601 -4.066 3.385
6 C 3.189 -3.388 4.449
7 C 0.519 -4.791 2.234
8 Hg 0.042 -0.340 -0.942
9 P -1.306 1.558 -2.745
10 C 1.133 -4.933 1.002
11 C 0.558 -4.358 -0.177
12 C 1.389 -3.984 -1.273
13 C 1.008 -2.968 -2.109
14 C -0.268 -2.333 -1.896
15 C -1.249 -3.017 -1.091
16 C -0.822 -3.981 -0.200
17 Br -0.992 -1.459 -3.642
18 H -0.546 -5.005 2.346
19 H 2.143 -5.355 0.916
20 H -0.636 -3.693 4.475
21 H 3.232 -4.461 2.591
22 H 0.621 -2.579 6.320
23 H 4.276 -3.268 4.478
24 H 2.360 -4.483 -1.373
25 H -1.510 -4.446 0.512
26 H 1.606 -2.611 -2.949
27 H -2.286 -2.725 -1.209
28 P 1.933 0.540 0.291
29 C -3.082 1.008 -2.867
30 C -3.818 1.148 -4.192
31 H -3.642 1.559 -2.092
32 H -3.079 -0.051 -2.569
33 H -4.783 0.622 -4.127
34 H -4.051 2.192 -4.439
35 H -3.282 0.686 -5.024
36 C -0.325 1.794 -4.319
37 C -1.016 2.098 -5.639
38 H 0.272 0.875 -4.409
39 H 0.382 2.616 -4.097
40 H -0.378 1.754 -6.465
41 H -1.982 1.604 -5.756
42 H -1.160 3.175 -5.787
43 C -1.495 3.312 -2.255
44 C -2.517 4.055 -3.106
45 H -0.500 3.769 -2.339
46 H -1.772 3.337 -1.186
47 H -2.479 5.121 -2.857
48 H -2.326 3.960 -4.183
49 H -3.536 3.701 -2.908
50 C 1.675 2.087 1.220
51 C 1.217 3.280 0.384
52 H 2.636 2.316 1.709
53 H 0.942 1.869 2.016
54 H 1.319 4.188 0.994
55 H 1.826 3.419 -0.519
56 H 0.164 3.187 0.088
57 C 3.198 0.994 -0.944
58 C 3.700 -0.148 -1.826
59 H 4.029 1.402 -0.348
60 H 2.785 1.813 -1.549
61 H 4.305 0.281 -2.636
62 H 4.344 -0.839 -1.268
63 H 2.887 -0.733 -2.279
64 C 2.848 -0.609 1.396
65 C 3.060 -0.118 2.826
66 H 3.823 -0.778 0.911
67 H 2.315 -1.576 1.379
68 H 3.736 -0.807 3.343
69 H 3.520 0.880 2.857
70 H 2.117 -0.086 3.394
71 C -3.964 3.252 2.245
72 C -2.946 2.184 2.210
73 C -2.368 1.428 3.225
74 C -1.454 0.551 2.590
75 N -1.466 0.756 1.257
76 N -2.383 1.738 1.064
77 C -0.593 -0.446 3.255
78 H -4.946 2.842 2.513
79 H -3.695 3.998 3.001
80 H -4.066 3.766 1.282
81 H -2.561 1.503 4.280
82 H -2.605 2.054 0.121
83 H -0.035 0.031 4.074
84 H -1.201 -1.251 3.690
85 H 0.120 -0.893 2.549

Cartesian forces (eV/Å) of the 6 atoms listed first:
-0.19 -0.18 0.26
0.20 0.10 -0.40
0.24 -0.52 -0.46
0.92 0.17 1.28
-0.41 0.05 0.42
-0.26 -0.10 -0.35

Values from the calculation:
DFT total energy ... -4745.7434 hartree
Total charge ... +2
Maximum force ... 2.12 eV/A
HOMO (alpha / beta) ... -13.37 / -13.37 eV
Kohn-Sham gap (alpha / beta) ... 0.2252 / 0.2252 hartree

=====

So what do the calculations give for M? Going down the list: 1035.34; 793.18 g mol⁻¹.